Entry 1:
ORCA calculation (the ωB97M-V functional and the def2-TZVPD basis) on 23 unconnected molecules or ions with the total composition C66H189N11O34.

Last column: Mulliken charge in e.
Positions of all 300 atoms, in Å:
C  18.837  -4.846  7.589  0.0981
O  20.093  -5.554  7.658  1.6738
C  21.080  -5.167  6.711  -0.1760
C  21.775  -3.863  7.222  -0.2897
N  22.472  -3.879  8.481  0.1700
C  22.754  -2.532  9.010  0.4022
C  21.543  -1.847  9.620  0.3124
O  20.788  -2.802  10.356  0.4082
C  19.564  -2.335  10.808  -0.9877
H  18.203  -5.289  8.358  -0.2278
H  18.392  -4.988  6.604  -0.6179
H  18.968  -3.769  7.687  0.4642
H  20.548  -5.012  5.772  0.4326
H  21.812  -5.959  6.552  -1.2201
H  21.050  -3.056  7.118  -0.4179
H  22.402  -3.470  6.421  -0.0623
H  21.771  -4.192  9.137  0.2515
H  23.205  -1.926  8.224  -0.9448
H  23.513  -2.630  9.787  -0.0780
H  20.974  -1.420  8.794  -0.5002
H  21.716  -0.999  10.284  0.4606
H  19.052  -3.083  11.414  0.4541
H  18.796  -2.222  10.043  -0.0630
H  19.500  -1.475  11.474  -0.1506
C  18.393  0.226  8.436  -0.6832
O  19.580  0.804  7.853  -0.1883
C  19.482  1.080  6.460  0.0411
C  20.773  1.627  5.923  -1.4262
N  21.939  0.829  6.229  1.0602
C  23.122  1.455  5.721  -1.0674
C  24.444  0.833  6.268  -0.6977
O  24.680  -0.468  5.798  -0.5058
C  25.539  -1.265  6.600  0.4441
H  17.514  0.870  8.459  0.6590
H  18.641  0.066  9.486  -0.2600
H  18.062  -0.762  8.117  0.2183
H  18.592  1.677  6.262  0.4683
H  19.210  0.152  5.958  -0.1801
H  20.821  2.639  6.325  0.3660
H  20.754  1.672  4.834  0.5003
H  21.934  0.759  7.236  -0.2939
H  23.187  2.514  5.971  0.5026
H  23.268  1.327  4.649  0.3656
H  24.342  0.907  7.351  0.2770
H  25.337  1.407  6.020  0.4062
H  26.567  -0.951  6.418  0.5251
H  25.433  -2.282  6.224  -0.5170
H  25.246  -1.275  7.650  -0.4124
C  17.369  -0.230  14.396  -0.5252
O  18.443  0.153  13.578  0.4868
C  18.380  1.513  13.208  0.0359
C  19.612  2.019  12.389  -0.4657
N  20.814  2.177  13.364  0.6683
C  22.111  2.530  12.723  0.9931
C  22.068  3.992  12.179  -1.5986
O  21.860  3.892  10.784  -0.0200
C  21.849  5.154  10.081  -1.0440
H  16.947  0.640  14.899  0.4880
H  17.634  -1.018  15.101  -0.2178
H  16.619  -0.586  13.690  0.0996
H  18.283  2.167  14.075  0.3358
H  17.493  1.624  12.584  -0.5742
H  19.417  2.962  11.879  0.4847
H  19.886  1.392  11.541  -0.0228
H  20.948  1.319  13.879  -0.4318
H  22.323  1.743  12.000  -0.0015
H  22.880  2.495  13.495  -0.6722
H  23.014  4.467  12.440  0.7250
H  21.337  4.600  12.711  0.3980
H  21.808  4.958  9.010  0.2284
H  22.667  5.837  10.308  0.3177
H  20.966  5.712  10.391  0.3394
C  24.176  -11.310  1.693  -0.7973
O  24.324  -10.526  2.861  -0.3563
C  23.437  -10.901  3.894  -0.6919
C  23.870  -10.113  5.124  -0.6232
N  23.582  -8.700  4.960  -0.0724
C  23.996  -7.852  6.056  -1.0827
C  23.183  -8.041  7.348  -0.5124
O  23.782  -9.006  8.200  -0.4669
C  22.836  -9.765  8.927  -0.6498
H  23.990  -12.376  1.822  0.3380
H  25.071  -11.167  1.088  0.3069
H  23.453  -10.947  0.963  0.2337
H  23.580  -11.955  4.133  0.5822
H  22.416  -10.768  3.536  0.1431
H  24.936  -10.190  5.336  0.4870
H  23.436  -10.539  6.029  0.1449
H  23.955  -8.412  4.067  0.3343
H  23.912  -6.829  5.689  0.0264
H  25.053  -8.019  6.265  0.5644
H  22.142  -8.246  7.098  1.0486
H  23.301  -7.113  7.908  0.3549
H  22.532  -10.530  8.213  0.2774
H  22.009  -9.123  9.231  0.1149
H  23.233  -10.298  9.791  0.2531
C  15.199  2.238  10.363  -0.9901
O  15.205  0.853  10.095  -0.2817
C  14.979  0.092  11.289  -0.4145
C  14.363  -1.267  10.847  -1.2520
N  15.350  -1.965  9.976  0.2446
C  14.678  -2.991  9.055  -0.5700
C  15.504  -3.412  7.850  0.5193
O  15.804  -2.211  7.077  -0.5781
C  16.405  -2.571  5.828  -0.2630
H  14.213  2.625  10.621  0.3858
H  15.455  2.883  9.522  0.2988
H  15.929  2.475  11.137  0.2950
H  14.206  0.521  11.928  0.5925
H  15.879  -0.113  11.869  -0.1400
H  13.433  -1.205  10.283  0.4827
H  14.011  -1.877  11.679  0.6774
H  15.745  -1.200  9.450  -0.0023
H  13.756  -2.576  8.646  0.5016
H  14.507  -3.908  9.618  -0.1754
H  14.969  -4.189  7.303  0.4872
H  16.461  -3.825  8.168  -0.5108
H  17.280  -3.204  5.976  -0.2832
H  16.849  -1.742  5.277  0.3949
H  15.669  -2.906  5.098  0.3945
C  18.265  -4.039  3.522  -0.9887
O  17.681  -5.045  4.386  0.2733
C  17.373  -6.202  3.734  -0.6493
C  16.844  -7.190  4.725  0.2814
N  15.522  -6.873  5.198  -0.3640
C  15.127  -7.646  6.367  -0.1830
C  13.659  -7.513  6.740  -1.2130
O  13.535  -6.241  7.244  0.0050
C  12.307  -5.968  7.952  -0.7368
H  18.758  -3.202  4.017  -0.0231
H  17.404  -3.587  3.029  0.3965
H  18.921  -4.444  2.751  0.4087
H  18.398  -6.495  3.512  0.0832
H  16.745  -6.108  2.848  0.2787
H  17.577  -7.172  5.532  -0.7737
H  16.844  -8.233  4.409  0.7974
H  15.634  -5.914  5.495  0.2253
H  15.566  -7.324  7.311  0.0540
H  15.221  -8.728  6.271  0.6427
H  13.505  -8.289  7.489  0.4803
H  13.103  -7.805  5.849  0.3507
H  12.446  -4.972  8.372  0.0663
H  12.084  -6.711  8.718  0.3238
H  11.409  -5.980  7.334  0.3008
C  29.757  -3.088  8.111  -0.8881
O  28.886  -4.098  8.555  -0.3230
C  28.174  -4.710  7.454  -0.0086
C  27.574  -6.025  7.952  -0.6397
N  26.842  -5.883  9.230  -0.0377
C  26.178  -7.119  9.663  -0.9840
C  25.023  -6.864  10.649  -0.0707
O  25.401  -6.003  11.812  -0.4283
C  24.346  -5.751  12.731  -0.5811
H  30.067  -2.410  8.906  0.2939
H  29.212  -2.387  7.478  0.2754
H  30.647  -3.507  7.643  0.3603
H  28.821  -4.934  6.606  0.6146
H  27.386  -4.051  7.090  -0.4482
H  28.463  -6.656  7.967  0.5335
H  27.028  -6.409  7.091  0.0025
H  27.484  -5.605  9.958  0.3361
H  26.826  -7.800  10.214  0.4112
H  25.763  -7.657  8.810  0.1776
H  24.685  -7.781  11.131  0.6709
H  24.115  -6.473  10.190  -0.1847
H  24.017  -6.562  13.381  0.3046
H  23.452  -5.321  12.279  0.0575
H  24.641  -4.995  13.459  0.3970
C  22.472  -3.377  1.271  -0.4122
O  22.148  -4.754  1.186  -0.4627
C  22.518  -5.510  2.359  -0.1840
C  22.248  -6.994  2.013  0.1769
N  20.820  -7.237  1.847  -0.3711
C  20.658  -8.592  1.309  -0.2186
C  19.172  -8.735  1.190  -0.1750
O  18.685  -8.141  -0.033  -0.3759
C  17.253  -8.223  -0.130  -0.6611
H  21.943  -2.913  2.104  -0.0936
H  22.324  -2.833  0.339  0.3671
H  23.541  -3.270  1.455  0.2867
H  21.917  -5.250  3.230  -0.1937
H  23.577  -5.422  2.602  0.6249
H  22.580  -7.640  2.826  -0.5616
H  22.855  -7.207  1.133  0.4594
H  20.459  -6.592  1.158  0.4280
H  21.040  -9.374  1.965  -0.2726
H  21.156  -8.648  0.341  0.5736
H  18.727  -8.337  2.101  -0.2348
H  18.834  -9.770  1.130  0.5871
H  16.769  -7.998  0.821  0.1964
H  16.887  -9.196  -0.458  0.3098
H  16.903  -7.497  -0.863  0.2724
C  25.314  3.621  17.000  -0.7303
O  25.376  2.336  16.541  -0.4355
C  24.129  1.851  16.082  -0.4179
C  24.306  0.514  15.507  -0.6418
N  24.778  0.551  14.116  0.1165
C  25.056  -0.756  13.600  -0.4635
C  25.792  -0.784  12.217  -0.8546
O  25.635  -2.082  11.620  0.5806
C  26.326  -2.272  10.385  -1.1879
H  26.271  3.948  17.406  0.3387
H  24.612  3.744  17.825  0.2869
H  24.875  4.292  16.263  0.2366
H  23.661  2.591  15.433  0.1066
H  23.439  1.770  16.922  0.3720
H  23.372  -0.035  15.630  0.1966
H  25.060  0.026  16.123  0.6192
H  25.647  1.062  14.058  0.2390
H  24.123  -1.312  13.505  0.0760
H  25.691  -1.296  14.302  0.3623
H  26.860  -0.607  12.347  0.2958
H  25.300  -0.088  11.537  0.3828
H  26.297  -3.323  10.101  0.1352
H  27.408  -2.147  10.359  0.5552
H  25.844  -1.791  9.534  0.0950
C  22.013  6.149  15.405  -0.7793
O  21.279  4.954  15.616  -0.1295
C  21.019  4.624  16.971  -0.7400
C  20.086  3.477  17.089  -0.6695
N  20.813  2.236  16.677  0.0023
C  19.941  1.059  16.923  -0.8600
C  20.637  -0.249  16.376  -1.0558
O  21.017  -0.159  15.025  0.9626
C  21.101  -1.466  14.415  -1.2253
H  22.909  6.110  16.024  0.3147
H  21.459  7.061  15.627  0.3274
H  22.260  6.156  14.343  0.1606
H  20.574  5.518  17.405  0.5737
H  21.872  4.518  17.641  0.2700
H  19.237  3.567  16.412  0.3053
H  19.771  3.476  18.133  0.4480
H  20.895  2.442  15.692  -0.1356
H  18.976  1.194  16.435  0.1800
H  19.822  0.984  18.004  0.5355
H  19.982  -1.100  16.561  0.4725
H  21.520  -0.456  16.981  0.4773
H  21.662  -2.261  14.907  0.4980
H  21.471  -1.336  13.398  0.0571
H  20.077  -1.773  14.205  0.0853
C  16.000  -11.195  11.272  -0.8115
O  16.780  -10.053  11.424  -0.3304
C  16.396  -9.066  10.412  -0.6973
C  17.199  -7.791  10.491  0.2046
N  18.669  -8.103  10.312  -0.2171
C  19.542  -6.936  10.593  1.4771
C  19.735  -6.658  12.061  -0.9888
O  20.213  -7.729  12.892  -0.4657
C  20.544  -7.281  14.191  -0.5981
H  16.462  -11.908  11.954  0.2517
H  15.982  -11.646  10.280  0.3175
H  14.965  -11.018  11.564  0.3034
H  15.314  -8.972  10.507  0.3230
H  16.576  -9.430  9.401  0.3063
H  16.990  -7.452  11.506  0.3289
H  16.789  -7.114  9.742  -0.1594
H  18.921  -8.859  10.933  0.3598
H  19.247  -6.015  10.089  -1.1580
H  20.480  -7.210  10.109  -0.4654
H  18.776  -6.291  12.427  0.3867
H  20.390  -5.787  12.073  0.6078
H  21.389  -6.595  14.127  0.1006
H  20.736  -8.135  14.841  0.2440
H  19.585  -6.828  14.444  0.3819
O  23.967  -2.356  4.033  -0.5918
H  24.291  -1.610  4.538  0.5211
H  23.020  -2.348  4.175  0.0545
O  20.860  -8.678  4.477  0.3876
H  21.774  -8.531  4.721  0.1384
H  20.727  -8.130  3.703  -0.1716
O  24.991  -4.458  7.595  2.2550
H  24.182  -4.141  7.998  0.1488
H  25.513  -4.784  8.327  -0.6645
O  18.748  -8.011  7.436  -0.2370
H  18.760  -8.325  8.340  0.3636
H  19.349  -7.266  7.433  -0.1473
O  21.827  1.329  9.432  -0.3896
H  21.658  2.251  9.625  0.4141
H  21.048  1.036  8.960  0.0672
O  21.279  -1.527  4.712  -0.3033
H  20.646  -1.125  4.116  0.2002
H  21.715  -0.787  5.134  0.1955
O  14.221  -5.981  11.148  -0.4890
H  13.984  -6.895  10.991  0.1829
H  13.393  -5.505  11.088  0.2472
O  25.439  -4.340  4.518  -0.8108
H  25.081  -4.578  5.373  -0.1358
H  24.938  -3.569  4.254  0.4993
O  18.058  -3.610  16.158  -0.5578
H  17.686  -4.402  16.547  0.2667
H  17.306  -3.150  15.784  0.3233
O  27.160  -3.681  13.196  -0.7898
H  26.561  -4.407  13.020  0.2830
H  26.839  -2.967  12.645  0.2831
O  15.513  -3.531  12.623  -0.6262
H  15.525  -3.043  11.800  0.4107
H  15.350  -4.437  12.363  0.2222
O  18.589  -9.857  5.439  -0.8336
H  19.502  -9.819  5.157  0.2968
H  18.543  -9.258  6.184  0.2131

Summary:
* charge: 0
* total energy: -5787.94341 hartree
* 2S+1: 1

Entry 2:
ORCA calculation (the ωB97M-V functional and the def2-TZVPD basis) on a molecular structure, C66H47Cl2F5FeIN4O2PS3Se.

Last column: Mulliken charge in e.
Positions of all 133 atoms, in Å:
Fe  -1.365  0.209  -1.257  -1.0711
N  -1.057  0.191  0.764  0.4754
S  -0.768  0.027  2.181  -0.1248
N  0.836  -0.205  2.564  0.1900
S  1.683  -1.223  1.743  1.4268
N  2.054  -0.908  0.291  0.1670
S  1.605  -0.493  -1.209  0.9245
N  0.442  0.345  -1.569  0.8166
C  3.037  0.458  -1.718  0.3897
C  2.888  1.194  -2.886  -0.4935
C  3.948  1.952  -3.351  -0.5807
C  5.146  1.973  -2.648  -0.7936
C  5.281  1.239  -1.478  -0.7464
C  4.224  0.471  -1.009  -0.6521
C  1.917  -1.998  -2.155  0.9257
C  1.624  -1.960  -3.510  -0.2975
C  2.001  -3.027  -4.306  -0.8672
C  2.675  -4.106  -3.750  -0.8090
C  2.966  -4.130  -2.394  -0.6125
C  2.582  -3.071  -1.587  -0.4995
C  3.230  -1.252  2.613  -0.6969
C  4.250  -2.050  2.115  0.0223
C  5.396  -2.220  2.872  -0.9046
C  5.509  -1.605  4.113  -0.7687
C  4.487  -0.795  4.589  -0.8520
C  3.335  -0.616  3.839  -0.3539
C  1.059  -2.892  2.003  0.9795
C  1.534  -3.636  3.100  -0.6503
C  0.915  -4.873  3.386  -1.4286
C  -0.099  -5.355  2.629  -1.1181
C  -0.652  -4.611  1.448  1.9028
C  0.007  -3.279  1.249  0.2612
C  -1.691  -1.256  3.047  0.6567
C  -2.920  -1.600  2.517  0.3395
C  -3.743  -2.458  3.231  -0.8285
C  -3.318  -2.960  4.454  -0.7651
C  -2.077  -2.607  4.972  -0.9721
C  -1.258  -1.734  4.276  -0.5199
C  -1.150  1.320  3.377  1.2638
C  -2.466  1.755  3.393  -0.7514
C  -2.863  2.637  4.384  -0.6333
C  -1.951  3.074  5.335  -0.9190
C  -0.635  2.633  5.302  -0.7500
C  -0.227  1.741  4.322  -0.3971
H  1.939  1.181  -3.406  0.2648
H  3.834  2.535  -4.255  0.4754
H  5.974  2.567  -3.011  0.4058
H  6.211  1.264  -0.927  0.4906
H  4.305  -0.102  -0.095  0.4817
H  1.092  -1.114  -3.929  0.4862
H  1.775  -3.015  -5.363  0.4851
H  2.965  -4.940  -4.375  0.4611
H  3.478  -4.977  -1.958  0.5503
H  2.773  -3.074  -0.527  -0.1882
H  4.142  -2.536  1.154  0.3340
H  6.194  -2.846  2.497  0.5213
H  6.396  -1.765  4.711  0.4262
H  4.580  -0.312  5.552  0.4847
H  2.517  -0.002  4.187  0.3961
H  2.336  -3.268  3.723  0.5884
H  1.267  -5.445  4.234  0.5165
H  -0.545  -6.319  2.836  0.5414
H  -1.722  -4.431  1.600  0.4033
H  -0.376  -2.638  0.465  -1.4123
H  -3.202  -1.186  1.555  -0.0513
H  -4.717  -2.722  2.841  0.5486
H  -3.962  -3.624  5.015  0.4385
H  -1.758  -2.998  5.929  0.5024
H  -0.300  -1.418  4.669  0.4207
H  -3.160  1.395  2.642  0.5144
H  -3.890  2.976  4.419  0.5685
H  -2.269  3.756  6.112  0.4054
H  0.073  2.970  6.047  0.5113
H  0.784  1.365  4.282  0.2007
I  -2.153  0.667  -3.856  0.6730
C  -1.309  2.342  -4.853  0.2321
C  -1.136  2.184  -6.202  -0.7308
C  -0.762  3.266  -7.012  -0.9367
C  -0.626  4.502  -6.458  -0.9388
C  -0.792  4.696  -5.067  0.6358
C  -0.682  5.998  -4.539  -0.8748
C  -0.807  6.220  -3.200  -1.2078
C  -0.991  5.131  -2.341  -0.4051
C  -1.117  3.835  -2.799  1.3466
P  -1.177  2.634  -1.373  1.3917
C  0.356  3.201  -0.554  0.9592
C  0.516  3.098  0.821  -0.0094
C  1.708  3.458  1.430  -0.6405
C  2.776  3.892  0.661  -1.1350
C  2.646  3.949  -0.719  -1.0248
C  1.446  3.612  -1.322  -0.2598
C  -2.612  3.412  -0.539  0.5883
C  -3.817  3.334  -1.242  -0.6394
C  -4.968  3.907  -0.733  -0.6895
C  -4.932  4.569  0.486  -0.8337
C  -3.740  4.662  1.182  -0.8778
C  -2.581  4.087  0.675  0.3286
C  -1.080  3.586  -4.204  0.2769
H  -1.329  1.218  -6.649  0.4683
H  -0.624  3.116  -8.074  0.4160
H  -0.395  5.363  -7.073  0.4045
H  -0.505  6.819  -5.222  0.4338
H  -0.748  7.219  -2.789  0.4586
H  -1.021  5.318  -1.276  0.2959
H  -0.299  2.739  1.417  -0.5974
H  1.797  3.418  2.508  0.5405
H  3.702  4.195  1.132  0.4194
H  3.482  4.267  -1.326  0.5067
H  1.354  3.683  -2.398  0.4877
H  -3.848  2.837  -2.205  0.3210
H  -5.892  3.836  -1.290  0.4472
H  -5.833  5.016  0.886  0.4042
H  -3.697  5.197  2.122  0.5507
H  -1.658  4.198  1.226  0.5155
F  -0.369  -7.916  -3.127  -0.2898
C  -0.439  -7.127  -2.065  0.6358
C  0.718  -6.580  -1.536  0.2478
F  1.895  -6.857  -2.093  -0.3924
C  0.647  -5.776  -0.413  0.4926
F  1.786  -5.298  0.103  -0.4597
C  -0.562  -5.484  0.200  -0.7283
Se  -1.435  -2.026  -1.783  -0.4130
C  -1.704  -6.043  -0.352  0.3927
F  -2.890  -5.797  0.215  -0.3570
C  -1.660  -6.860  -1.469  0.3068
F  -2.774  -7.395  -1.953  -0.2980
Cl  -6.538  0.764  -1.841  -0.1596
C  -5.546  -0.200  -0.733  0.2763
Cl  -5.538  0.526  0.878  -0.1611
C  -4.135  -0.321  -1.358  0.1785
O  -4.037  -1.057  -2.333  -0.6410
O  -3.206  0.374  -0.816  -0.0581
H  -5.992  -1.186  -0.664  0.4709

Summary:
* charge: +1
* expectation value of S²: 8.87
* relative energy (zero: lowest compared OMol25 entry of this formula, charge and spin): 9.4 kcal per mole
* 2S+1: 6